Below is a molecular structure, C27H58FeO3P2SSi at a distorted geometry, with properties calculated with ωB97M-V/def2-TZVPD.

HOMO-LUMO gap (alpha / beta) ... 6.758 / 6.492 eV
Charge ... 0
2S+1 ... 5
DFT total energy ... -3923.3701 Eh
HOMO (alpha / beta) ... -6.499 / -7.394 eV
<S²> ... 6.03
Energy above the lowest of the compared OMol25 structures with the same formula, charge and spin ... 0.0 kJ/mol

Geometry as XYZ:
```
93
Properties=species:S:1:pos:R:3:forces:R:3
P 1.51446 -1.86848 -3.33597 -1.1 -2.7 -2.7
P 2.10603 0.90556 -3.42510 1.1 3.6 -3.9
C 1.55047 -1.24515 -5.07509 -0.3 -0.4 0.0
C 2.48674 -0.02244 -5.04197 0.5 0.5 0.3
H 0.51519 -0.98882 -5.35557 0.4 0.1 -0.1
H 1.90461 -2.05071 -5.74060 -0.1 0.4 0.0
H 3.55777 -0.28343 -5.06420 -0.5 -0.1 0.0
H 2.31620 0.65544 -5.88582 0.0 -0.1 0.2
C 0.84012 2.00106 -4.20005 -0.3 -0.2 0.3
H 0.54687 2.77622 -3.49176 0.0 0.0 0.0
H -0.05215 1.43696 -4.47983 0.1 0.0 0.0
H 1.25793 2.46948 -5.10285 0.0 -0.2 0.4
C 3.29693 2.20064 -2.93638 0.4 0.3 -0.7
H 3.46964 2.91848 -3.75234 0.0 -0.1 0.3
H 4.24571 1.76901 -2.61747 0.0 0.0 0.0
H 2.85177 2.72289 -2.07290 0.1 -0.3 -0.3
C 0.44387 -3.30395 -3.22921 -0.1 -0.9 0.0
H 0.47146 -3.65399 -2.17113 0.0 0.2 -0.8
H 0.82716 -4.09827 -3.89111 -0.4 0.1 0.2
H -0.59853 -3.02632 -3.48886 0.7 -0.2 0.1
C 3.27236 -2.37284 -3.24861 0.1 -0.1 0.1
H 3.72226 -1.81296 -2.40215 0.2 -0.5 -0.5
H 3.76759 -2.12703 -4.19489 0.0 -0.3 0.3
H 3.30746 -3.44843 -3.03104 0.2 0.3 0.0
Fe 1.80820 -0.45273 -1.89945 -1.4 0.4 8.1
C -2.45872 1.90719 -3.36887 0.6 -0.2 -0.4
C -3.24792 1.94896 -4.44502 0.4 0.4 0.1
C -4.66416 1.46846 -4.47194 0.1 -0.7 -0.7
C -5.00465 0.21627 -3.62051 -0.8 0.5 0.1
C -4.10859 -0.99865 -3.65944 -0.1 -0.7 -0.2
C -3.01596 -1.28811 -2.93929 -0.3 0.1 -0.6
C -2.22733 -0.37264 -2.06811 0.1 0.3 0.2
C -2.66715 1.10136 -2.10811 0.0 0.8 0.9
C 1.96197 -2.05003 -0.54390 0.8 -0.9 0.4
H -1.53735 2.50827 -3.35124 -0.4 -0.5 -0.3
H -2.89701 2.41099 -5.39057 -0.2 0.1 0.9
H -4.89951 1.25116 -5.53330 -0.1 0.1 0.5
H -5.32383 2.29361 -4.14734 0.2 -0.3 -0.2
H -5.19150 0.53422 -2.57976 0.0 -0.3 -0.6
H -5.99135 -0.09774 -4.00457 0.3 0.0 0.3
H -4.52487 -1.79892 -4.29978 0.4 0.3 0.5
H -2.63932 -2.31359 -2.95571 -0.1 0.2 -0.3
H -1.14505 -0.47409 -2.25738 -0.2 0.1 -0.3
H -2.30159 -0.73332 -1.03164 -0.1 0.2 0.0
H -3.71940 1.12616 -1.80424 0.5 0.2 0.2
H -2.07696 1.63126 -1.33843 -0.4 -0.3 -0.1
H 2.63308 -1.60852 0.23675 -0.5 -0.5 -0.6
H 2.33532 -3.07274 -0.78999 -0.2 0.6 0.0
H 0.95129 -2.13858 -0.10141 0.5 0.1 -0.3
C 1.43867 3.07932 3.17905 0.0 0.4 0.0
C 2.27495 2.02430 3.88941 -0.4 -0.3 -0.4
C 3.69596 2.05048 3.34529 0.3 0.1 0.1
C 2.24749 2.27249 5.39983 0.1 0.0 0.0
O 1.74810 0.71059 3.64124 -0.1 0.3 -0.5
Si 0.66928 0.10024 2.51246 -0.2 -0.3 2.1
S 1.07157 0.57041 0.56469 -0.1 0.6 -1.0
O 0.66031 -1.51947 2.93974 0.2 0.0 0.2
C 0.81875 -2.10331 4.27568 0.2 0.2 -0.3
C 0.67381 -3.61524 4.10859 -0.1 -0.1 -0.2
C 2.20735 -1.82366 4.83728 0.3 0.0 0.3
C -0.21884 -1.57745 5.26617 -0.1 0.0 0.2
O -0.75320 0.73834 3.12709 -0.4 0.0 -0.4
C -2.15063 0.57826 2.80426 0.6 0.0 -0.1
C -2.43156 1.20965 1.45326 -0.1 0.2 -0.4
C -2.53854 -0.89194 2.72873 -0.3 -0.3 0.1
C -2.93924 1.29637 3.89978 0.0 0.0 0.0
H 1.87707 4.06717 3.38313 -0.2 -0.1 -0.1
H 0.40768 3.06887 3.54839 0.1 0.0 -0.1
H 1.43492 2.90843 2.09507 0.0 0.0 0.3
H 4.13117 3.04697 3.48299 0.0 -0.1 0.0
H 4.32634 1.32993 3.87879 -0.1 0.0 -0.1
H 3.69843 1.80479 2.27736 -0.1 0.0 0.2
H 1.21601 2.23632 5.77552 0.2 0.0 -0.1
H 2.85352 1.52892 5.93675 -0.2 0.1 -0.2
H 2.66059 3.26805 5.61631 -0.1 -0.2 0.0
H 1.44935 -3.99389 3.43013 -0.2 0.1 0.1
H 0.78761 -4.12173 5.07705 0.0 0.2 -0.2
H -0.31383 -3.87292 3.70816 0.2 0.1 0.0
H 2.33746 -0.76386 5.06917 0.0 -0.3 -0.1
H 2.33748 -2.39787 5.76792 0.0 0.1 -0.3
H 2.98009 -2.13358 4.12760 -0.1 0.1 0.0
H -0.24063 -0.48022 5.28601 0.0 -0.3 -0.1
H -1.21253 -1.96734 5.02852 0.1 0.2 0.1
H 0.03260 -1.93472 6.27638 0.0 0.1 -0.3
H -1.79673 0.76013 0.67899 -0.1 0.1 0.3
H -3.48207 1.06412 1.17442 0.1 0.0 0.0
H -2.22977 2.28472 1.47707 0.1 -0.1 0.0
H -2.38834 -1.39483 3.68603 0.0 0.1 -0.2
H -3.60756 -0.97154 2.48614 0.2 0.0 0.0
H -1.97652 -1.42297 1.94932 0.0 0.1 0.2
H -2.71115 0.88778 4.89083 0.0 0.0 -0.2
H -2.70036 2.36771 3.91040 0.0 -0.2 0.0
H -4.01457 1.18096 3.71716 0.1 0.0 0.0
```
Positions in Å, forces in eV/Å.

Quick look at the Löwdin charges, all values in e: 0.663 0.756 -0.374 -0.356 0.086 0.091 0.076 0.078 -0.237 0.047 0.032 0.059 -0.254 0.049 0.041 0.057 -0.233 0.055 0.053 0.035 -0.232 0.039 0.040 0.065 0.164 -0.106 -0.118 -0.195 -0.206 -0.095 -0.113 -0.184 -0.185 -0.310 0.073 0.107 0.108 0.120 0.101 0.107 0.103 0.086 0.079 0.111 0.096 0.100 -0.015 -0.001 -0.015 -0.060 -0.654 -0.035 -0.029 -0.192 -0.121 0.343 -0.168 -0.615 -0.042 -0.045 -0.033 -0.174 -0.642 -0.065 -0.032 -0.028 0.088 0.082 0.042 0.083 0.086 0.077 0.089 0.082 0.085 0.086 0.085 0.083 0.064 0.088 0.093 0.083 0.064 0.091 0.020 0.089 0.095 0.060 0.089 0.089 0.084 0.086 0.085

***

Below is a single C5H7I molecule at a distorted geometry, with properties calculated with ωB97M-V/def2-TZVPD.

HOMO-LUMO gap ... 9.689 eV
Charge ... 0
DFT total energy ... -492.3411 Eh
HOMO ... -9.219 eV
Structure (SMILES) ... CC#C[C@H](C)I
Energy above the lowest of the compared OMol25 structures with the same formula, charge and spin ... 19.0 kJ/mol

Geometry as XYZ:
```
13
Properties=species:S:1:pos:R:3:forces:R:3
C 0.32963 1.81313 1.96019 0.0 0.1 0.2
C -0.03581 1.04139 0.79508 0.2 -0.2 -0.3
C -0.30109 0.39099 -0.17469 -1.7 -1.9 -2.2
C -0.89585 -0.51375 -1.32442 1.4 2.2 1.9
C -0.03517 -1.72590 -1.57642 0.0 -0.1 -0.2
I -1.04192 0.73184 -3.11071 0.0 -0.3 0.3
H -0.57638 2.18866 2.43720 0.1 0.1 0.1
H 0.86561 1.18143 2.66767 0.0 0.1 0.1
H 0.95948 2.65693 1.68324 0.0 0.0 0.1
H -1.91732 -0.76232 -1.05225 0.0 0.1 -0.1
H 1.00279 -1.44202 -1.73340 0.0 0.0 0.0
H -0.08651 -2.39370 -0.71633 0.0 0.0 0.1
H -0.38176 -2.26361 -2.45619 0.0 -0.1 0.0
```
Positions in Å, forces in eV/Å.

Quick look at the Löwdin charges, all values in e: -0.106 -0.117 -0.096 -0.754 -0.197 0.747 0.080 0.079 0.080 0.064 0.076 0.081 0.062